The following is a DFT calculation (ωB97M-V/def2-TZVPD) of a 16-piece molecular cluster, C72H188N12O28 overall.

Computed properties:
- Net charge: 0
- HOMO-LUMO gap: 8.604 eV
- HOMO energy: -8.280 eV
- Relative energy (zero: lowest compared OMol25 entry of this formula, charge and spin): 150.7 kcal/mol
- M: 1670.35 g mol⁻¹
- Lowest unoccupied orbital energy: 0.324 eV
- Max |F|: 0.075 Eh/bohr

Each line ends with the Löwdin charge.
CARTESIAN COORDINATES (ANGSTROEM)
C: 3.73211 0.72594 -3.05024  -0.079
O: 3.50783 -0.71559 -3.22209  -0.206
C: 4.52995 -1.31930 -4.01935  -0.236
C: 4.02901 -2.69586 -4.43881  -0.198
N: 3.20261 -2.67003 -5.65880  -0.070
C: 2.08570 -1.77069 -5.52668  -0.221
C: 0.87349 -2.16913 -6.46607  -0.202
O: 0.14893 -3.21317 -5.77109  -0.210
C: -1.17382 -3.50195 -6.43142  -0.063
H: 2.96072 1.16925 -2.42055  0.081
H: 3.53203 1.34552 -3.92443  0.075
H: 4.74914 0.93092 -2.71598  0.083
H: 5.43568 -1.46166 -3.42987  0.114
H: 4.85462 -0.74800 -4.88901  0.124
H: 3.41626 -3.14470 -3.65704  0.125
H: 4.90334 -3.27879 -4.72833  0.116
H: 2.84856 -3.61534 -5.62510  0.097
H: 2.42886 -0.79953 -5.88330  0.113
H: 1.65210 -1.63579 -4.53578  0.115
H: 1.17081 -2.39256 -7.49066  0.115
H: 0.26456 -1.26681 -6.52192  0.105
H: -1.12921 -3.77080 -7.48681  0.078
H: -1.83010 -2.63423 -6.36455  0.074
H: -1.62610 -4.29969 -5.84224  0.073
C: -2.15896 1.64852 -2.22986  -0.118
O: -1.45611 1.60719 -0.99205  -0.205
C: -2.13963 0.79767 -0.03851  -0.206
C: -1.74838 -0.72218 -0.14943  -0.188
N: -2.56833 -1.53371 0.79854  -0.050
C: -2.43649 -2.95859 0.34200  -0.195
C: -3.02846 -3.89599 1.41861  -0.213
O: -3.09558 -5.25860 0.94339  -0.188
C: -2.01233 -6.07785 1.29287  -0.129
H: -3.16622 2.03714 -2.07979  0.079
H: -2.15444 0.69952 -2.76604  0.078
H: -1.71152 2.31659 -2.96577  0.080
H: -3.18687 1.08087 0.06720  0.116
H: -1.60069 1.27897 0.77759  0.117
H: -0.66036 -0.76830 -0.10269  0.113
H: -1.92572 -1.09167 -1.15945  0.101
H: -2.43416 -1.34450 1.78154  0.105
H: -1.40788 -3.30559 0.24372  0.115
H: -3.03469 -3.12041 -0.55470  0.121
H: -4.03996 -3.58206 1.67635  0.118
H: -2.48108 -3.81674 2.35785  0.110
H: -1.47611 -5.66973 2.14961  0.080
H: -1.27010 -6.22899 0.50906  0.083
H: -2.38983 -7.05310 1.60026  0.081
C: 7.87469 11.34189 -11.34287  -0.135
O: 7.77439 9.93599 -11.46042  -0.188
C: 6.50368 9.63732 -12.04533  -0.219
C: 6.35469 8.14430 -11.78808  -0.196
N: 5.90274 7.92846 -10.38952  -0.044
C: 5.78989 6.51298 -10.17279  -0.249
C: 5.86630 6.24334 -8.65790  -0.201
O: 6.94859 6.87703 -7.96115  -0.207
C: 8.29471 6.60503 -8.43350  -0.080
H: 8.84452 11.74707 -11.05412  0.080
H: 7.21705 11.77316 -10.58814  0.090
H: 7.81186 11.85663 -12.30161  0.084
H: 6.76391 9.82474 -13.08709  0.117
H: 5.62450 10.24031 -11.81829  0.127
H: 7.30037 7.64320 -11.99465  0.117
H: 5.56352 7.75123 -12.42656  0.118
H: 6.61527 8.29531 -9.77485  0.093
H: 6.57843 5.90214 -10.61230  0.101
H: 4.90041 6.09988 -10.64846  0.119
H: 5.97748 5.19009 -8.40020  0.112
H: 4.92745 6.49698 -8.16562  0.118
H: 9.01571 7.20330 -7.87643  0.085
H: 8.38812 6.84045 -9.49366  0.075
H: 8.62320 5.59209 -8.20081  0.083
C: 3.63834 -18.54211 1.17191  -0.110
O: 4.08495 -17.29174 1.71373  -0.172
C: 2.95967 -16.51998 2.07123  -0.247
C: 3.28417 -15.48304 3.15548  -0.238
N: 3.24810 -16.01648 4.46426  -0.080
C: 3.42192 -15.02660 5.57864  -0.165
C: 3.15558 -15.81705 6.87929  -0.191
O: 4.02182 -16.99044 6.96679  -0.210
C: 3.92388 -17.72124 8.16456  -0.126
H: 2.89129 -18.46176 0.38225  0.085
H: 3.39677 -19.27277 1.94385  0.088
H: 4.48341 -18.95543 0.62134  0.081
H: 2.03599 -17.03327 2.33850  0.121
H: 2.66153 -15.98812 1.16773  0.115
H: 2.49719 -14.72899 3.14190  0.120
H: 4.27830 -15.10490 2.91711  0.118
H: 3.73000 -16.90039 4.54536  0.112
H: 2.65299 -14.25572 5.52782  0.112
H: 4.38311 -14.51467 5.53246  0.111
H: 2.11036 -16.12628 6.87872  0.115
H: 3.31549 -15.20185 7.76477  0.113
H: 4.57334 -18.58808 8.28666  0.086
H: 2.86478 -17.97379 8.21591  0.084
H: 4.17798 -17.14489 9.05415  0.078
C: 5.96884 -0.72667 5.42125  -0.132
O: 7.21599 -0.81751 6.04861  -0.204
C: 8.26250 0.02317 5.54210  -0.184
C: 9.49883 -0.14888 6.52716  -0.181
N: 9.35228 0.54435 7.86061  -0.046
C: 10.47351 0.18620 8.75279  -0.217
C: 10.10578 0.46466 10.20768  -0.173
O: 10.17192 1.91271 10.43100  -0.189
C: 9.95128 2.35225 11.67802  -0.185
H: 6.09465 -1.18770 4.44159  0.078
H: 5.61142 0.29307 5.27816  0.085
H: 5.18647 -1.38300 5.80235  0.085
H: 7.87769 1.03952 5.45809  0.114
H: 8.62321 -0.30346 4.56675  0.109
H: 10.35447 0.11471 5.90546  0.100
H: 9.67147 -1.19982 6.75912  0.107
H: 9.47076 1.51336 7.60162  0.098
H: 11.42291 0.53697 8.34818  0.122
H: 10.52980 -0.90091 8.80868  0.111
H: 10.92831 0.05202 10.79187  0.112
H: 9.20493 -0.05748 10.53008  0.127
H: 10.28024 3.38992 11.73392  0.090
H: 10.48408 1.78325 12.43991  0.085
H: 8.88782 2.34778 11.91704  0.087
C: 4.99498 14.78681 2.42950  -0.110
O: 4.04766 13.79296 2.84426  -0.165
C: 2.82590 14.00764 2.24438  -0.255
C: 1.74755 12.97473 2.77922  -0.166
N: 2.11378 11.54006 2.64043  -0.092
C: 1.16066 10.61718 3.08904  -0.233
C: 1.74706 9.18128 3.25549  -0.212
O: 2.72304 9.11911 4.27008  -0.204
C: 3.68028 8.03787 4.19523  -0.081
H: 5.50002 14.64834 1.47354  0.086
H: 5.79668 14.77983 3.16796  0.081
H: 4.71801 15.83355 2.55482  0.083
H: 3.02282 13.84887 1.18414  0.113
H: 2.39259 15.00403 2.33126  0.115
H: 0.83511 13.23962 2.24498  0.107
H: 1.70360 13.14166 3.85546  0.116
H: 2.26997 11.47051 1.64501  0.108
H: 0.32427 10.71018 2.39629  0.115
H: 0.84766 11.04736 4.04041  0.119
H: 2.12536 8.86329 2.28396  0.114
H: 0.93989 8.53644 3.60296  0.114
H: 4.13284 8.01254 3.20395  0.080
H: 3.06259 7.16130 4.39068  0.081
H: 4.50224 8.05778 4.91083  0.083
C: -7.20901 0.77204 -1.66516  -0.108
O: -7.17048 0.60117 -0.27106  -0.198
C: -8.33536 0.35936 0.45560  -0.232
C: -8.31453 0.92613 1.86882  -0.224
N: -7.34178 0.27384 2.72354  -0.075
C: -7.27895 0.85216 4.07301  -0.194
C: -6.21120 0.05159 4.86553  -0.161
O: -4.83134 0.46884 4.55037  -0.209
C: -4.48541 1.67074 5.17541  -0.133
H: -6.18671 0.87684 -2.02850  0.082
H: -7.74467 1.69229 -1.89819  0.083
H: -7.71475 -0.00055 -2.24434  0.085
H: -8.56383 -0.70562 0.49696  0.125
H: -9.08975 0.90996 -0.10639  0.116
H: -9.33332 0.76989 2.22341  0.119
H: -8.10677 1.99551 1.83220  0.116
H: -6.47002 0.23703 2.21482  0.112
H: -8.24805 0.76986 4.56511  0.117
H: -7.09375 1.91349 3.90752  0.101
H: -6.34986 -0.99482 4.59369  0.116
H: -6.34027 0.12823 5.94514  0.107
H: -3.49522 1.96141 4.82450  0.091
H: -4.63607 1.61117 6.25330  0.087
H: -5.15308 2.43373 4.77522  0.071
C: -10.59437 -5.28102 -1.92453  -0.081
O: -11.82825 -4.98646 -1.18238  -0.190
C: -12.16498 -6.05436 -0.29591  -0.241
C: -13.49317 -5.76768 0.36650  -0.234
N: -13.51593 -4.65581 1.32354  -0.067
C: -14.77003 -4.62464 2.16295  -0.177
C: -14.87096 -3.20050 2.80976  -0.193
O: -15.13711 -2.08868 1.87960  -0.216
C: -15.48503 -0.90040 2.60501  -0.099
H: -10.52273 -4.49015 -2.67119  0.081
H: -10.50582 -6.25298 -2.40989  0.082
H: -9.73909 -5.16562 -1.25874  0.080
H: -11.40179 -6.19320 0.46984  0.118
H: -12.28369 -7.00422 -0.81722  0.117
H: -13.72553 -6.66473 0.94044  0.116
H: -14.27174 -5.59592 -0.37675  0.121
H: -13.39964 -3.84923 0.72688  0.098
H: -14.77872 -5.46739 2.85417  0.112
H: -15.62998 -4.83381 1.52668  0.104
H: -13.96373 -3.12930 3.40974  0.114
H: -15.74855 -3.26693 3.45281  0.108
H: -15.44749 -0.12077 1.84416  0.091
H: -14.72182 -0.86103 3.38221  0.081
H: -16.46686 -1.03624 3.05850  0.082
C: 0.03577 -11.68263 13.85114  -0.126
O: -0.22029 -10.85433 12.75278  -0.196
C: -1.59245 -10.98097 12.31029  -0.190
C: -1.90940 -10.01026 11.08663  -0.209
N: -1.60169 -8.64351 11.47066  -0.058
C: -1.88202 -7.65046 10.41112  -0.203
C: -1.99233 -6.18235 10.90258  -0.198
O: -0.69904 -5.72274 11.41587  -0.204
C: -0.59653 -4.31945 11.69258  -0.105
H: -0.15246 -12.64461 13.37444  0.083
H: -0.70492 -11.62684 14.64887  0.082
H: 1.02544 -11.55149 14.28869  0.091
H: -2.25552 -10.63764 13.10438  0.110
H: -2.00396 -11.97130 12.11532  0.111
H: -2.91478 -10.15642 10.69173  0.112
H: -1.33386 -10.29184 10.20482  0.105
H: -0.60915 -8.66104 11.65683  0.104
H: -2.84991 -7.81261 9.93677  0.109
H: -1.21465 -7.74134 9.55410  0.113
H: -2.77026 -6.11781 11.66335  0.111
H: -2.48891 -5.60360 10.12377  0.109
H: 0.32653 -4.23763 12.26648  0.085
H: -1.41207 -4.02067 12.35115  0.080
H: -0.57453 -3.73366 10.77362  0.083
C: 11.86233 -10.48878 -1.47454  -0.127
O: 11.05677 -9.58852 -0.81978  -0.218
C: 11.09028 -8.26080 -1.36918  -0.209
C: 10.03999 -7.37560 -0.68280  -0.238
N: 8.74960 -7.97616 -0.86837  -0.068
C: 7.84429 -7.49824 0.23142  -0.163
C: 6.44776 -8.31770 0.15784  -0.138
O: 5.40825 -7.69342 0.99132  -0.216
C: 5.60539 -7.68218 2.37569  -0.138
H: 11.33052 -10.64573 -2.41297  0.091
H: 11.65825 -11.41562 -0.93841  0.094
H: 12.87499 -10.08562 -1.46542  0.096
H: 10.86115 -8.31457 -2.43346  0.115
H: 12.09412 -7.83744 -1.40343  0.116
H: 10.10142 -6.38403 -1.13125  0.117
H: 10.33657 -7.23325 0.35638  0.110
H: 8.78858 -8.97765 -0.99324  0.103
H: 7.63588 -6.43228 0.13995  0.115
H: 8.36136 -7.57572 1.18784  0.092
H: 6.50769 -9.38094 0.39026  0.109
H: 6.08890 -8.25107 -0.86923  0.111
H: 4.86930 -7.06355 2.88909  0.086
H: 6.54323 -7.21974 2.68341  0.074
H: 5.54645 -8.71202 2.72790  0.086
C: 2.01485 15.91755 -8.40310  -0.137
O: 1.01249 15.38174 -7.58596  -0.182
C: 0.46658 14.17380 -8.06056  -0.216
C: -0.13365 13.30699 -6.94940  -0.212
N: 0.86283 12.58621 -6.20457  -0.071
C: 0.31886 11.70290 -5.19495  -0.213
C: 1.35352 10.79805 -4.49176  -0.212
O: 2.28344 11.63878 -3.85657  -0.196
C: 3.38401 11.01716 -3.25788  -0.121
H: 2.43777 16.82859 -7.97976  0.087
H: 1.59684 16.19961 -9.36944  0.081
H: 2.87098 15.32437 -8.72447  0.084
H: 1.29574 13.66031 -8.54731  0.116
H: -0.26772 14.43945 -8.82104  0.120
H: -0.83543 12.56447 -7.32924  0.119
H: -0.68541 13.94948 -6.26321  0.119
H: 1.36213 13.26690 -5.65009  0.111
H: -0.49494 11.07529 -5.55815  0.116
H: -0.15427 12.35121 -4.45743  0.117
H: 1.92717 10.17173 -5.17493  0.121
H: 0.80877 10.17592 -3.78161  0.118
H: 4.05134 11.69252 -2.72249  0.087
H: 3.95487 10.45342 -3.99574  0.085
H: 3.11029 10.28607 -2.49717  0.080
C: -6.06030 9.12244 -9.20937  -0.091
O: -7.43851 9.04636 -9.60758  -0.181
C: -7.69165 9.49470 -10.90895  -0.234
C: -8.32892 10.86030 -10.85390  -0.219
N: -7.42400 11.89541 -10.43784  -0.069
C: -8.01421 13.18114 -10.17490  -0.219
C: -9.01934 13.21736 -9.06450  -0.222
O: -8.49353 12.52228 -7.90825  -0.201
C: -9.30770 12.66213 -6.68276  -0.067
H: -5.50383 8.46545 -9.87779  0.085
H: -5.95206 8.71038 -8.20608  0.083
H: -5.64032 10.12569 -9.13718  0.079
H: -8.38697 8.71732 -11.22569  0.119
H: -6.95727 9.31288 -11.69364  0.126
H: -9.27114 10.90328 -10.30757  0.115
H: -8.61551 11.25642 -11.82809  0.119
H: -7.15540 11.61649 -9.50501  0.076
H: -8.37986 13.52698 -11.14175  0.122
H: -7.19169 13.86158 -9.95455  0.119
H: -10.00647 12.91622 -9.41517  0.114
H: -9.23082 14.21285 -8.67416  0.112
H: -8.94433 12.15677 -5.78797  0.081
H: -10.35945 12.38287 -6.74548  0.081
H: -9.26048 13.72834 -6.46123  0.076
O: -3.78856 -10.32578 -1.87561  -0.053
H: -3.03479 -9.94186 -2.32356  0.025
H: -3.68292 -10.06427 -0.96091  0.026
O: -9.50962 -4.90481 4.02740  -0.055
H: -9.32796 -3.98962 3.81372  0.028
H: -10.32037 -5.10419 3.55927  0.021
O: -7.33601 -9.08621 3.81998  -0.054
H: -6.52071 -8.83148 3.38796  0.027
H: -7.86323 -8.28733 3.82778  0.025
O: -0.31005 -8.02841 -4.00174  -0.051
H: 0.36782 -8.19779 -4.65597  0.030
H: -0.80114 -7.28513 -4.35189  0.022